No. 1
Density functional theory data (ωB97M-V/def2-TZVPD) for one molecule with the formula C5H4N2O2S in a non-equilibrium geometry.

Geometry as XYZ:
```
14
Properties=species:S:1:pos:R:3:forces:R:3:lowdin_charge:R:1
C 1.222 -1.176 0.917 0.5 -2.2 0.8 -0.114
H 1.692 -2.154 1.301 -0.9 1.0 -2.0 0.149
C 0.067 0.211 -0.665 -1.4 1.5 1.7 -0.157
O -1.470 1.485 -2.198 3.5 -4.5 1.8 0.053
H -0.612 1.928 0.319 -0.8 1.7 -0.3 0.073
S 0.687 2.271 2.630 0.5 -1.7 -0.1 0.648
N 1.276 -0.365 1.954 -0.9 0.7 -2.9 0.066
O -1.870 -0.629 -1.906 -0.3 -3.8 2.6 0.088
C -1.028 0.365 -1.728 -2.5 6.3 -0.6 -0.419
C 0.729 0.891 1.665 -0.8 2.5 -0.1 -0.794
C 0.052 1.138 0.368 1.2 -3.4 -1.1 -0.056
H 0.520 -1.695 -1.211 1.0 0.4 2.1 0.183
N 0.640 -1.025 -0.399 0.6 -0.1 0.6 0.083
H -1.905 -1.246 -1.049 0.3 1.7 -2.7 0.198
```
Positions in Å, forces in eV/Å.

Values from the calculation:
* M: 156.166 g/mol
* F_max: 6.8 eV Å⁻¹
* 2S+1: 1
* SMILES: O=C(O)c1cc(=S)nc[nH]1
* ΔE to the lowest compared entry with this formula, charge and spin: 2.020 eV

---

No. 2
Density functional theory data (ωB97M-V/def2-TZVPD) for a 2-piece molecular cluster, C2H3I overall in a non-equilibrium geometry.

Geometry as XYZ:
```
6
Properties=species:S:1:pos:R:3:forces:R:3:lowdin_charge:R:1
I -1.777 1.367 -2.231 1.0 -0.5 1.6 -0.167
H 0.038 1.333 0.978 -0.3 3.2 1.5 -0.007
H 1.142 -1.236 0.982 1.1 -0.6 1.3 0.053
C 0.509 -0.702 0.355 -2.8 0.4 -3.3 -0.043
C -0.043 0.453 0.507 0.2 -2.7 -2.4 0.068
H 0.132 -1.216 -0.591 0.8 0.3 1.3 0.097
```
Positions in Å, forces in eV/Å.

Values from the calculation:
* M: 153.950 g/mol
* F_max: 4.3 eV Å⁻¹
* 2S+1: 1
* ΔE to the lowest compared entry with this formula, charge and spin: 3.348 eV

---

No. 3
Density functional theory data (ωB97M-V/def2-TZVPD) for a 2-piece molecular cluster, CH4P2 overall in a non-equilibrium geometry.

Geometry as XYZ:
```
7
Properties=species:S:1:pos:R:3:forces:R:3:lowdin_charge:R:1
H 1.520 1.854 0.110 -0.3 -0.3 -0.4 -0.142
P -1.528 0.418 -0.672 0.9 -1.5 0.4 0.640
H 0.086 -1.268 0.106 -0.3 -1.3 0.2 -0.068
P 1.704 0.438 -0.024 -1.6 0.1 2.2 0.666
H 1.455 0.356 1.472 0.8 -0.1 -1.5 -0.069
C -0.064 -0.260 -0.166 -0.5 2.1 -1.1 -1.001
H -3.173 -1.539 -0.826 0.9 1.0 0.2 -0.024
```
Positions in Å, forces in eV/Å.

Values from the calculation:
* M: 77.991 g/mol
* F_max: 2.7 eV Å⁻¹
* 2S+1: 1
* ΔE to the lowest compared entry with this formula, charge and spin: 3.807 eV

---

No. 4
Density functional theory data (ωB97M-V/def2-TZVPD) for a 2-piece molecular cluster, C9H14O overall in a non-equilibrium geometry.

Geometry as XYZ:
```
24
Properties=species:S:1:pos:R:3:forces:R:3:lowdin_charge:R:1
C -0.666 0.168 0.908 -1.4 -0.3 -0.5 -0.036
C -1.259 -2.195 0.923 -1.2 0.6 -1.2 -0.011
H -1.015 1.229 -0.922 -0.2 0.5 -0.1 0.104
H 1.915 0.810 0.998 -0.6 0.1 -0.3 0.058
H -2.919 -1.256 -2.664 -0.4 -0.5 -0.1 0.063
H 3.836 1.928 1.190 0.6 0.3 -0.5 0.061
C -1.651 -0.794 -1.030 -0.8 -0.5 -1.5 -0.294
C 3.171 2.440 0.500 -1.7 1.0 -0.5 -0.162
C -1.872 -1.967 -0.339 2.2 -1.1 0.6 -0.046
O -0.030 -1.100 2.710 0.6 0.3 0.6 0.028
C 2.059 1.457 0.126 0.7 -1.1 -0.1 -0.187
H 2.720 3.298 1.045 0.4 -0.4 -0.2 0.067
H 2.395 0.788 -0.681 0.2 0.0 0.3 0.072
H -1.340 -3.154 1.408 0.2 -0.1 0.1 0.110
H 1.115 1.819 -0.280 0.1 0.6 0.5 0.043
H -1.255 -1.385 -3.127 0.2 0.6 0.1 0.082
C -1.954 -0.791 -2.529 -1.0 0.4 0.8 -0.052
C -0.663 -1.108 1.494 0.3 1.1 1.5 -0.326
H 3.557 2.856 -0.447 0.7 -0.2 0.8 0.066
H -2.081 -2.869 -0.896 -0.8 0.0 -0.1 0.109
H -0.224 -1.773 3.370 -0.4 -0.3 -0.7 0.107
C -1.164 0.318 -0.378 0.9 -0.5 0.6 -0.053
H -2.182 0.227 -2.876 0.9 -0.2 -0.2 0.078
H -0.494 1.053 1.497 0.7 -0.1 0.2 0.119
```
Positions in Å, forces in eV/Å.

Values from the calculation:
* M: 138.210 g/mol
* F_max: 2.6 eV Å⁻¹
* 2S+1: 1
* SMILES: Cc1ccc(O)cc1.CC
* ΔE to the lowest compared entry with this formula, charge and spin: 1.089 eV

---

No. 5
Density functional theory data (ωB97M-V/def2-TZVPD) for C6H7NO as an isolated structure in a non-equilibrium geometry.

Geometry as XYZ:
```
15
Properties=species:S:1:pos:R:3:forces:R:3:lowdin_charge:R:1
H -0.072 1.353 2.042 -0.3 -0.8 -3.8 0.219
C -0.608 -0.574 1.202 -2.5 -2.8 0.8 -0.259
H 1.318 -1.549 -1.271 -1.7 1.4 2.0 0.182
C -0.410 0.129 -1.220 -1.4 0.7 0.4 -0.191
H -2.264 0.617 0.036 -0.1 0.5 0.7 0.135
C -0.126 0.793 0.914 1.5 2.0 9.4 -0.275
H 2.174 0.588 0.628 -3.3 0.4 -1.5 0.195
C -1.241 0.327 0.189 -1.6 -0.8 -3.6 -0.096
O 0.116 -1.568 0.607 1.3 -1.5 -3.3 -0.066
H 1.218 1.487 -2.017 -2.1 -1.2 2.7 0.149
N 0.495 1.347 -1.151 2.6 -1.4 -1.1 0.002
C 1.033 0.542 0.136 4.9 0.4 -3.5 -0.173
H -1.011 -1.218 2.028 -0.5 2.3 0.0 0.181
C 0.565 -0.940 -0.569 2.6 1.9 -0.2 -0.144
H -1.041 0.182 -2.160 0.7 -0.9 1.1 0.142
```
Positions in Å, forces in eV/Å.

Values from the calculation:
* M: 109.128 g/mol
* F_max: 9.7 eV Å⁻¹
* 2S+1: 1
* ΔE to the lowest compared entry with this formula, charge and spin: 5.839 eV